# 1
Computed, not measured: C8H23AgFO10 as an isolated structure in a non-equilibrium geometry, with the ωB97M-V functional and the def2-TZVPD basis.

The geometry in XYZ format:
```
43
Properties=species:S:1:pos:R:3:forces:R:3
Ag 1.059 0.231 -0.203 0.439 1.086 -0.196
F 2.231 3.271 -1.907 -0.402 -0.922 0.191
O 4.074 1.987 5.363 0.580 -1.102 1.264
C 3.279 2.548 4.436 -0.877 1.579 -2.888
O 3.048 2.010 3.364 0.208 -3.073 -1.401
O 2.888 3.695 4.643 -0.508 2.249 2.362
H 3.932 2.652 6.041 0.455 0.107 0.608
C -1.404 -2.667 -3.359 -0.638 -1.306 -2.887
O -1.661 -1.519 -2.691 0.350 2.012 2.823
H -0.542 -2.545 -4.014 0.074 0.029 -0.315
H -1.229 -3.626 -2.872 -0.154 0.452 1.223
H -2.309 -2.811 -3.950 0.281 -0.824 -0.712
H -2.392 -1.018 -3.060 0.170 -0.331 -0.059
C -3.775 3.796 0.932 1.198 1.064 -1.614
C -3.921 5.338 0.975 -0.294 -0.161 -1.041
O -4.148 6.010 -0.357 0.093 -1.477 1.936
O -2.409 3.493 0.506 -0.935 -0.366 0.732
H -4.494 3.405 0.211 -0.121 -0.167 -0.040
H -3.943 3.303 1.889 0.230 0.301 0.053
H -2.981 5.719 1.375 -0.232 0.185 0.285
H -4.790 5.573 1.590 0.123 0.400 -0.096
H -3.372 5.788 -0.877 0.174 0.137 -0.153
H -2.284 3.664 -0.430 -0.181 0.046 -0.079
C -2.701 -3.163 2.227 1.216 0.064 -1.179
C -3.594 -3.486 3.395 -0.669 -1.023 -0.316
O -4.438 -2.380 3.619 -0.069 0.240 0.656
O -2.128 -1.863 2.228 0.328 0.069 0.865
H -3.186 -3.172 1.250 -0.901 -0.578 0.229
H -1.872 -3.861 2.106 0.034 -0.304 0.376
H -3.198 -3.846 4.344 1.121 0.599 -0.002
H -4.186 -4.377 3.182 -0.411 0.109 -0.719
H -4.024 -1.972 4.383 -0.546 0.501 0.163
H -2.570 -1.370 2.923 -0.039 0.356 -0.129
C 6.331 -2.600 -3.805 -2.090 1.239 -2.285
C 4.972 -1.837 -3.957 -0.711 -0.893 1.350
O 4.486 -1.223 -2.727 0.657 -0.462 -1.055
O 7.348 -1.644 -3.999 0.594 -0.434 0.793
H 6.264 -3.200 -4.713 0.710 -0.354 -0.062
H 6.406 -3.287 -2.962 0.034 0.442 0.348
H 4.234 -2.553 -4.318 -0.327 -0.240 0.516
H 4.934 -1.078 -4.738 0.887 0.008 -0.100
H 4.845 -0.335 -2.786 -0.302 0.349 0.471
H 7.221 -1.047 -3.258 0.451 0.393 0.082
```
Forces are in eV/Å.

Values from the calculation:
Electronic energy in eV: -35854.32699
HOMO-LUMO gap in eV: 3.37
LUMO in eV: -0.205
Charge: -1

=====

# 2
Computed, not measured: C8H23Cl2N5O5V as an isolated structure in a non-equilibrium geometry, with the ωB97M-V functional and the def2-TZVPD basis.

The geometry in XYZ format:
```
44
Properties=species:S:1:pos:R:3:forces:R:3
O 1.243 1.108 1.274 -1.300 -0.896 -0.115
V -0.068 0.225 1.311 2.206 1.384 0.685
Cl 0.999 -1.820 2.200 -0.670 0.669 -0.452
Cl -1.548 2.114 0.653 0.120 -0.668 0.051
C -1.309 0.909 4.405 -0.591 0.136 0.452
O -0.651 0.684 3.398 0.458 -0.532 -0.975
N -2.365 1.768 4.371 0.097 -0.133 0.059
N -1.023 0.267 5.578 -0.208 0.413 -0.622
H -2.603 2.175 3.481 0.251 0.020 -0.132
H -2.916 2.037 5.164 0.117 -0.178 0.124
H -1.435 0.536 6.451 0.045 -0.035 0.031
H -0.212 -0.326 5.552 0.059 -0.013 0.111
C 2.467 2.600 -2.066 -0.060 -0.154 0.506
O 2.718 1.899 -3.032 0.077 -0.007 -0.203
N 1.188 2.718 -1.579 0.467 0.279 -0.140
N 3.443 3.294 -1.388 -0.588 0.085 -0.001
H 0.469 2.294 -2.129 -0.120 0.060 -0.045
H 0.937 3.109 -0.687 0.029 -0.101 0.014
H 3.217 3.829 -0.569 0.040 -0.095 0.038
H 4.400 3.045 -1.544 0.030 -0.077 -0.133
C -2.936 -0.975 1.931 -0.750 0.201 0.262
O -1.856 -1.013 1.021 -0.237 -0.135 0.356
C -2.177 -1.184 -0.341 -0.068 -0.238 -0.785
C -0.877 -1.531 -1.006 0.426 -0.429 -0.196
N 0.124 -0.453 -0.801 -0.374 -0.438 0.064
C 1.508 -0.859 -1.163 0.206 0.300 0.648
C 1.751 -1.139 -2.629 -0.529 0.064 0.395
O 1.063 -2.308 -3.030 0.067 -0.199 -0.186
C 1.249 -2.585 -4.406 -0.018 -0.194 0.229
H -3.417 0.010 1.940 0.200 0.010 -0.072
H -2.557 -1.207 2.923 0.138 0.002 -0.054
H -3.709 -1.706 1.677 0.231 -0.131 -0.146
H -2.642 -0.290 -0.769 0.032 0.130 0.212
H -2.850 -2.033 -0.502 -0.121 0.060 0.339
H -0.996 -1.768 -2.063 -0.154 0.200 0.001
H -0.492 -2.446 -0.551 0.101 0.134 0.127
H -0.140 0.279 -1.456 0.040 0.325 0.399
H 1.793 -1.677 -0.499 -0.124 -0.164 -0.208
H 2.136 -0.019 -0.855 0.038 -0.032 -0.199
H 2.830 -1.244 -2.766 0.065 0.090 -0.225
H 1.374 -0.287 -3.208 0.343 0.067 -0.153
H 2.267 -2.941 -4.605 0.042 0.161 -0.010
H 1.040 -1.701 -5.015 0.028 -0.008 -0.057
H 0.563 -3.388 -4.673 -0.045 0.066 0.004
```
Forces are in eV/Å.

Values from the calculation:
Spin multiplicity: 2
Electronic energy in eV: -77095.13882
HOMO-LUMO gap (spin up / spin down) in eV: 9.22 / 9.43
Energy relative to the best compared isomer or geometry (same formula, charge and spin) in eV: 0.000
LUMO (spin up / spin down) in eV: 0.326 / 0.334
<S²>: 0.7776

=====

# 3
Computed, not measured: a 8-piece molecular cluster, C8H23Cl2N7O14 overall in a non-equilibrium geometry, with the ωB97M-V functional and the def2-TZVPD basis.

The geometry in XYZ format:
```
54
Properties=species:S:1:pos:R:3:forces:R:3
C -0.191 1.889 -0.837 -0.069 0.911 -0.448
N 0.017 0.720 0.021 -0.917 0.089 -0.621
O 1.089 0.549 0.500 1.673 0.093 0.694
O -0.934 0.000 0.212 -1.117 -0.717 0.185
H -0.076 2.752 -0.190 0.180 0.081 -0.037
H -1.178 1.902 -1.279 -0.205 -0.373 0.151
H 0.538 1.908 -1.636 0.331 -0.086 0.116
C -0.005 0.429 4.194 0.124 0.282 0.134
N 0.950 -0.261 5.095 -0.572 1.765 0.568
O 1.542 0.422 5.901 0.335 0.287 0.123
O 1.042 -1.439 4.998 0.330 -2.306 -0.367
H 0.568 0.717 3.317 -0.218 -0.091 -0.213
H -0.346 1.313 4.712 -0.025 0.159 0.003
H -0.816 -0.258 3.998 0.024 -0.073 -0.316
C -0.381 -3.773 -0.460 -0.097 0.313 1.338
N 0.943 -4.420 -0.356 -0.339 -0.658 0.538
O 1.409 -4.827 -1.384 0.759 -0.112 -0.900
O 1.416 -4.625 0.751 -0.163 0.499 -0.179
H -0.303 -2.751 -0.094 0.154 0.100 -0.299
H -0.987 -4.295 0.280 -0.223 -0.077 -0.259
H -0.750 -3.851 -1.464 -0.040 0.000 -0.219
C 0.986 -1.774 -3.397 -0.381 -0.336 -0.141
N 0.650 -0.865 -4.512 0.147 1.051 0.034
O 1.203 0.229 -4.565 -0.194 -0.579 0.150
O -0.180 -1.249 -5.299 -0.064 -0.202 -0.328
H 1.472 -2.631 -3.855 0.240 -0.003 0.203
H 0.033 -2.098 -2.994 -0.054 -0.017 0.082
H 1.572 -1.257 -2.658 0.362 0.045 0.052
C -4.242 -0.674 -2.497 -0.478 0.425 0.109
N -2.849 -1.135 -2.523 -0.982 -0.058 0.204
O -2.586 -2.038 -1.772 0.612 -0.817 0.450
O -2.089 -0.552 -3.236 1.052 0.573 -0.660
H -4.223 0.173 -1.813 -0.232 -0.005 0.023
H -4.852 -1.478 -2.118 -0.127 -0.055 0.102
H -4.553 -0.343 -3.479 0.142 -0.005 -0.133
C 2.395 -1.919 2.151 0.269 0.509 0.250
N 3.155 -1.865 0.881 -1.383 -0.622 -0.606
O 4.342 -1.932 0.945 1.385 0.237 0.039
O 2.510 -1.838 -0.164 0.188 0.138 0.284
H 2.488 -0.947 2.630 -0.054 0.099 -0.206
H 2.895 -2.626 2.799 -0.190 -0.295 -0.092
H 1.375 -2.140 1.895 -0.249 -0.179 0.196
C -3.302 2.509 1.680 -0.894 0.330 -0.799
N -2.009 3.207 1.663 -0.235 0.248 -0.295
O -1.950 4.278 1.117 -0.147 0.721 -0.425
O -1.074 2.669 2.190 0.897 -0.828 0.684
H -3.924 2.967 0.913 0.119 0.088 0.048
H -3.774 2.720 2.633 0.132 -0.443 0.243
H -3.148 1.472 1.411 0.127 -0.195 0.542
C 3.273 5.446 -1.016 -0.189 -0.250 0.509
Cl 1.722 4.707 -0.536 0.164 0.222 -0.083
Cl 4.297 5.757 0.393 -0.004 0.007 -0.097
H 3.773 4.735 -1.653 0.122 0.015 -0.169
H 3.064 6.387 -1.496 -0.027 0.095 -0.158
```
Forces are in eV/Å.

Values from the calculation:
Structure (SMILES): C[N+](=O)[O-].C[N+](=O)[O-].C[N+](=O)[O-].C[N+](=O)[O-].C[N+](=O)[O-].C[N+](=O)[O-].C[N+](=O)[O-].ClCCl
Electronic energy in eV: -72789.86893
HOMO-LUMO gap in eV: 10.41
Energy relative to the best compared isomer or geometry (same formula, charge and spin) in eV: 0.061
LUMO in eV: -0.458

=====

# 4
Computed, not measured: C8H23LiNO4 as an isolated structure in a non-equilibrium geometry, with the ωB97M-V functional and the def2-TZVPD basis.

The geometry in XYZ format:
```
37
Properties=species:S:1:pos:R:3:forces:R:3
Li 26.817 9.561 8.953 0.307 0.775 -0.114
C 26.228 10.639 6.421 -8.112 0.327 -0.061
O 26.957 9.672 6.857 4.198 -7.565 -0.868
H 26.578 11.527 6.343 3.861 5.800 -0.455
H 25.328 10.952 7.141 1.230 -1.344 -1.206
H 25.826 10.449 5.456 -0.866 -0.236 -0.838
H 27.064 8.911 6.071 -0.329 3.085 3.475
C 25.880 11.239 10.927 0.589 1.386 -1.637
O 26.680 11.483 9.689 0.246 0.540 1.567
H 24.913 11.151 10.441 -0.652 0.540 1.285
H 26.135 11.990 11.712 -0.961 -0.203 -0.892
H 26.129 10.315 11.352 0.555 -1.468 0.368
H 27.139 12.325 9.879 -0.079 -0.847 -0.612
C 23.563 9.429 8.687 0.431 2.001 1.951
O 24.879 8.928 8.885 0.231 0.748 -0.969
C 24.888 7.566 9.191 2.013 -0.844 1.834
C 26.443 7.236 9.387 -3.772 -3.564 0.455
N 27.046 8.110 10.398 -0.847 -0.660 -1.330
C 28.441 7.847 10.605 0.090 -3.310 -0.610
C 29.237 8.307 9.412 1.173 0.655 0.470
O 29.013 9.673 9.213 -0.804 1.776 -0.184
C 29.729 10.310 8.136 3.518 -0.290 2.104
H 23.185 9.180 9.624 -1.727 -0.095 1.842
H 22.902 8.945 8.027 -0.087 -0.620 -1.737
H 23.493 10.560 8.683 0.584 -1.401 -0.659
H 24.523 7.018 8.360 -0.387 -0.783 -0.876
H 24.314 7.209 10.088 0.120 1.044 -0.450
H 26.616 7.020 8.333 2.073 1.844 -0.253
H 26.500 6.097 9.625 -0.120 1.608 0.608
H 26.557 7.985 11.295 -0.042 -0.045 -0.852
H 28.653 6.582 10.611 -0.417 3.397 0.624
H 28.603 8.377 11.548 1.185 -0.421 -0.230
H 29.164 7.746 8.492 -0.959 -0.467 -0.425
H 30.261 8.156 9.642 1.374 -0.117 0.523
H 30.914 10.394 8.389 -2.382 -1.139 -0.571
H 29.627 11.396 8.060 -1.464 -0.389 -0.067
H 29.526 9.690 7.294 0.231 0.282 -1.211
```
Forces are in eV/Å.

Values from the calculation:
Electronic energy in eV: -18544.66627
HOMO-LUMO gap in eV: 10.44
Energy relative to the best compared isomer or geometry (same formula, charge and spin) in eV: 0.000
LUMO in eV: -2.680
Charge: +1

=====

# 5
Computed, not measured: C8H23N2Si2 as an isolated structure in a non-equilibrium geometry, with the ωB97M-V functional and the def2-TZVPD basis.

The geometry in XYZ format:
```
35
Properties=species:S:1:pos:R:3:forces:R:3
C -1.556 1.076 1.296 -1.946 0.424 1.153
C 0.610 -0.007 0.536 0.027 0.853 -0.519
C -1.809 0.218 -3.186 1.877 -3.086 3.201
C -0.715 2.131 -2.090 -0.379 -1.265 -0.996
C 1.391 -1.831 -0.753 -4.843 -1.917 -0.292
C 2.692 -1.339 1.211 1.795 1.487 2.867
C 0.996 2.247 2.809 -0.654 0.395 -0.622
C -2.207 -1.771 -0.138 0.288 -0.035 -0.761
N -1.309 0.763 -1.886 -0.044 -0.147 0.884
N 1.386 -1.277 0.600 -1.135 0.174 1.033
Si 0.090 0.709 2.231 -0.669 0.683 -0.909
Si -1.276 -0.036 -0.323 0.145 0.608 1.331
H -2.558 1.090 1.913 1.746 -0.430 -1.336
H -1.466 2.162 1.088 0.082 -0.310 -0.272
H 1.134 0.799 -0.067 -0.083 -1.031 0.600
H -2.153 -0.820 -2.979 -0.853 0.879 -0.008
H -2.491 0.851 -3.620 -1.709 1.255 -1.096
H -1.010 -0.091 -3.826 0.943 0.810 -0.840
H 0.219 1.929 -2.673 -0.509 0.790 0.445
H -1.470 2.617 -2.777 1.088 0.218 0.968
H -0.494 2.706 -1.157 -0.411 -0.536 -0.801
H 2.052 -2.633 -0.966 0.990 -0.304 0.052
H 0.293 -2.302 -0.810 2.346 0.648 -0.225
H 1.288 -1.039 -1.472 0.851 0.335 -0.253
H 3.478 -0.918 0.611 0.100 -0.007 -0.794
H 2.817 -0.705 2.207 -0.920 -1.497 -1.878
H 2.870 -2.393 1.405 0.388 0.082 0.154
H 0.220 3.026 2.864 0.250 -0.071 0.171
H 1.412 2.121 3.788 0.190 -0.090 0.600
H 1.779 2.661 2.171 -0.042 -0.254 -0.174
H -2.504 -2.338 -1.089 0.991 0.783 1.172
H -1.616 -2.447 0.561 -0.823 0.721 -0.871
H -3.199 -1.582 0.303 0.490 0.131 0.238
H 0.786 -1.784 1.317 0.753 -0.035 -1.681
H 0.208 -0.244 3.384 -0.320 -0.261 -0.542
```
Forces are in eV/Å.

Values from the calculation:
Electronic energy in eV: -27396.97376
HOMO-LUMO gap in eV: 9.13
Energy relative to the best compared isomer or geometry (same formula, charge and spin) in eV: 0.000
LUMO in eV: -2.741
Charge: +1

=====

# 6
Computed, not measured: C8H24BCa2F6O4 as an isolated structure in a non-equilibrium geometry, with the ωB97M-V functional and the def2-TZVPD basis.

The geometry in XYZ format:
```
45
Properties=species:S:1:pos:R:3:forces:R:3
Ca -0.130 0.073 3.162 -1.349 -1.071 -2.071
Ca -1.712 -1.643 0.576 0.533 1.018 0.289
B -0.734 -3.667 2.521 0.336 -0.667 0.875
F -0.024 -2.417 2.162 -0.052 0.637 0.176
F 0.084 -4.692 2.163 -0.352 0.080 -0.289
F -1.053 -3.663 3.853 0.082 0.403 -0.268
F -1.943 -3.579 1.733 0.175 -0.130 -0.360
F -0.060 -0.021 0.828 -0.109 -0.215 1.091
F -2.179 -0.689 2.529 0.955 0.521 0.087
C -3.518 -0.470 -3.227 -0.013 0.572 0.064
C -2.073 -0.578 -2.767 -0.123 -0.113 -0.076
O -1.940 -0.214 -1.365 0.105 -0.111 -0.169
H -4.208 -0.859 -2.477 0.058 -0.243 -0.083
H -3.685 -0.960 -4.185 0.094 -0.216 0.083
H -3.793 0.577 -3.379 0.086 -0.043 0.118
H -1.427 0.066 -3.361 -0.009 0.089 0.067
H -1.674 -1.589 -2.897 -0.147 -0.027 0.133
H -1.415 0.618 -1.316 -0.051 -0.217 -0.028
C 3.896 -2.979 0.875 -0.136 0.289 -0.457
C 3.468 -2.575 -0.539 0.112 -0.501 0.154
O 2.375 -1.667 -0.526 -0.424 0.048 -0.252
H 3.907 -2.085 1.508 0.043 -0.085 0.080
H 4.899 -3.399 0.898 0.005 -0.085 -0.071
H 3.194 -3.707 1.277 -0.009 0.063 0.176
H 3.105 -3.456 -1.075 0.027 0.027 0.043
H 4.294 -2.189 -1.145 0.017 0.248 0.258
H 2.398 -1.101 0.249 0.177 -0.039 0.030
C 1.365 1.064 -2.531 -0.503 -0.417 -0.418
C 1.107 2.099 -1.473 0.431 0.091 0.153
O -0.227 2.023 -0.961 -0.355 -0.044 0.187
H 2.359 1.139 -2.967 0.099 0.051 0.133
H 0.648 1.195 -3.348 0.077 0.069 0.007
H 1.224 0.056 -2.136 0.176 0.010 0.058
H 1.269 3.096 -1.886 -0.220 0.065 0.086
H 1.819 1.980 -0.649 -0.044 0.009 0.011
H -0.204 1.504 -0.136 0.269 -0.035 -0.126
C -1.298 4.298 1.650 -0.298 -0.218 0.181
C -1.293 3.209 2.695 -0.035 0.217 0.348
O -0.120 2.344 2.549 0.031 -0.029 0.530
H -2.124 4.980 1.858 -0.002 -0.007 -0.010
H -1.425 3.895 0.649 0.219 0.046 -0.076
H -0.378 4.876 1.745 0.039 0.044 -0.230
H -2.149 2.536 2.663 -0.032 0.014 -0.286
H -1.284 3.661 3.692 0.146 -0.133 -0.016
H 0.661 2.910 2.510 -0.028 0.037 -0.130
```
Forces are in eV/Å.

Values from the calculation:
Electronic energy in eV: -70742.13024
HOMO-LUMO gap in eV: 8.34
Energy relative to the best compared isomer or geometry (same formula, charge and spin) in eV: 0.000
LUMO in eV: -4.298
Charge: +1

=====

Number 5 is which compound?
C8H23N2Si2

=====

Among the records above, which one has the lowest electronic energy?
C8H23Cl2N5O5V

=====

What is the electronic energy in the third record?
-72789.86893 eV